[1]
DFT (the ωB97M-V functional and the def2-TZVPD basis) results for a structure of composition C11H15NPTm.

The geometry in XYZ format:
```
29
Properties=species:S:1:pos:R:3:mulliken_charge:R:1
C -0.618 0.406 -3.729 -0.379
C -1.402 1.653 -3.759 -0.672
C -0.525 2.752 -3.398 -0.249
C 0.829 2.236 -3.449 -0.695
C 0.765 0.766 -3.546 -0.530
Tm 0.301 -1.312 -0.604 0.719
P -0.120 -3.737 -1.630 -0.183
H -0.957 -0.523 -4.203 0.365
H -2.493 1.788 -3.947 0.340
H -0.829 3.778 -3.131 0.375
H 1.603 0.154 -3.871 0.390
H 1.726 2.886 -3.335 0.336
H 1.146 -4.085 -2.312 0.131
H -1.352 -3.964 -2.373 0.152
H -0.189 -4.037 -0.143 0.121
C 0.245 0.032 5.055 -1.426
C 0.155 0.043 3.555 1.211
C 1.169 0.736 2.894 -0.381
C 1.122 0.776 1.525 -0.692
N 0.117 0.107 0.865 -0.389
C -0.945 -0.531 1.533 -0.590
C -0.899 -0.590 2.913 -0.512
H 1.232 -0.378 5.344 0.317
H 0.185 1.075 5.419 0.310
H -0.568 -0.572 5.499 0.334
H 1.950 1.219 3.481 0.376
H 1.795 1.320 0.919 0.480
H -1.793 -0.846 0.930 0.473
H -1.650 -1.150 3.497 0.268
```

Computed properties:
E_HOMO (spin up / spin down) ... -5.336 / -5.807 eV
E ... -1909.1503 Ha
F_max ... 0.0620 hartree/bohr
Frontier orbital gap (spin up / spin down) ... 4.346 / 4.523 eV
⟨S²⟩ ... 2.031
Multiplicity ... 3
Energy above the lowest of the compared OMol25 structures with the same formula, charge and spin ... 2.099 eV

***

[2]
DFT (the ωB97M-V functional and the def2-TZVPD basis) results for a structure of composition C11H15O5PSm.

The geometry in XYZ format:
```
33
Properties=species:S:1:pos:R:3:mulliken_charge:R:1
O 0.017 -0.033 -4.552 -0.011
C 0.009 -0.012 -3.415 0.060
Sm -0.082 0.146 0.211 1.002
O 2.202 -2.754 -0.012 -0.016
C 1.508 -1.836 0.006 0.300
C -1.600 2.008 0.131 0.220
O -2.334 2.905 0.085 0.024
C -1.909 -1.484 0.012 0.311
O -2.788 -2.240 0.039 -0.014
C 1.955 1.564 -0.144 0.243
O 2.889 2.238 -0.165 0.007
C -2.673 0.537 4.337 -1.246
C -1.163 0.813 4.394 -0.675
P -0.292 0.195 2.970 0.661
C 1.495 0.577 3.219 -0.395
C 2.008 0.525 4.656 -1.332
C -0.322 -1.639 3.152 -0.324
C -0.022 -2.190 4.537 -1.359
H -3.092 0.975 3.420 0.316
H -3.137 1.009 5.219 0.391
H -2.896 -0.538 4.390 0.313
H -0.991 1.902 4.435 0.491
H -0.757 0.349 5.295 0.547
H 2.107 -0.112 2.605 0.422
H 1.666 1.601 2.835 0.354
H 2.136 -0.495 5.022 0.264
H 2.997 0.980 4.652 0.412
H 1.372 1.092 5.333 0.340
H -1.328 -1.973 2.862 0.382
H 0.383 -2.099 2.443 0.279
H -0.649 -1.753 5.308 0.363
H -0.239 -3.259 4.511 0.402
H 1.025 -2.104 4.819 0.271
```

Computed properties:
E_HOMO (spin up / spin down) ... -20.609 / -20.564 eV
E ... -1802.4722 Ha
F_max ... 0.1572 hartree/bohr
Frontier orbital gap (spin up / spin down) ... 6.455 / 6.834 eV
⟨S²⟩ ... 8.789
Multiplicity ... 6
Charge ... +3

***

[3]
DFT (the ωB97M-V functional and the def2-TZVPD basis) results for a cluster of 2 separate species, C11H15PSi in total.

The geometry in XYZ format:
```
28
Properties=species:S:1:pos:R:3:mulliken_charge:R:1
C 3.434 0.312 -3.563 -0.652
C 2.687 -0.451 -2.723 -0.306
C 4.160 1.407 -3.049 -0.432
C 2.487 -0.137 -1.395 -0.382
C 4.130 1.680 -1.680 -0.746
C 3.252 0.888 -0.896 0.785
C 0.099 0.574 1.593 1.704
C -0.947 0.148 1.592 -1.742
C -2.401 -2.439 1.923 -1.118
C -3.303 -0.105 -0.164 -0.965
C -3.618 0.523 3.149 -0.993
Si -2.736 -0.433 1.669 0.341
P 3.344 1.106 0.862 0.049
H 3.569 -0.023 -4.511 0.446
H 2.183 -1.338 -3.080 0.338
H 4.633 1.921 -3.780 0.450
H 1.630 -0.546 -0.810 0.201
H 4.766 2.365 -1.190 0.386
H 1.138 0.402 1.371 -0.178
H -2.119 -2.698 2.941 0.340
H -3.292 -3.062 1.745 0.327
H -1.470 -2.734 1.450 0.316
H -3.423 1.010 -0.258 0.289
H -2.496 -0.336 -0.943 0.286
H -4.394 -0.355 -0.424 0.316
H -3.314 1.558 2.892 0.264
H -4.718 0.493 3.180 0.332
H -3.282 0.272 4.102 0.344
```

Computed properties:
E_HOMO (spin up / spin down) ... -8.260 / -7.510 eV
E ... -1058.7877 Ha
F_max ... 0.2264 hartree/bohr
Frontier orbital gap (spin up / spin down) ... 7.041 / 6.433 eV
Multiplicity ... 1
Energy above the lowest of the compared OMol25 structures with the same formula, charge and spin ... 3.159 eV

***

[4]
DFT (the ωB97M-V functional and the def2-TZVPD basis) results for a structure of composition C11H16Cl3LuNO2P.

The geometry in XYZ format:
```
35
Properties=species:S:1:pos:R:3:mulliken_charge:R:1
C -0.116 -4.209 -4.216 -1.057
C 0.184 -3.315 -3.073 0.870
H -1.192 -4.383 -4.327 0.319
H 0.392 -5.169 -4.041 0.373
H 0.297 -3.801 -5.152 0.356
O -0.568 -2.623 -2.351 -0.597
Cl 1.939 -3.253 -2.688 -0.093
Lu 0.332 -1.340 -0.518 1.368
P -0.019 1.473 -1.513 0.977
C -1.335 2.734 -1.580 -1.402
C 1.376 2.613 -1.402 -1.208
H 0.863 0.321 -3.418 0.376
H 0.129 1.898 -3.808 0.436
H -0.941 0.508 -3.533 0.383
C 0.006 0.972 -3.245 -1.286
H 2.312 2.058 -1.460 0.343
H 1.264 3.272 -2.270 0.456
H -1.052 3.407 -2.405 0.446
H -1.341 3.319 -0.649 0.414
H 1.292 3.209 -0.487 0.387
H -2.315 2.301 -1.810 0.431
C -1.492 0.364 0.209 -0.052
O -2.027 1.029 0.972 -0.136
Cl 2.610 -0.635 -0.673 -0.381
Cl 1.023 1.085 5.055 -0.138
C 0.853 -0.261 3.988 0.136
C 1.075 -1.577 4.438 -0.240
C 0.929 -2.592 3.480 -0.690
C 0.631 -2.307 2.134 0.101
N 0.336 -1.032 1.758 -0.198
C 0.493 0.000 2.655 -0.248
H 1.326 -1.739 5.496 0.457
H 1.084 -3.630 3.785 0.382
H 0.652 -3.119 1.362 0.247
H 0.371 1.019 2.287 0.471
```

Computed properties:
E_HOMO ... -15.601 eV
E ... -3590.9788 Ha
F_max ... 0.0620 hartree/bohr
Frontier orbital gap ... 8.257 eV
Multiplicity ... 1
Charge ... +2

***

[5]
DFT (the ωB97M-V functional and the def2-TZVPD basis) results for a structure of composition C11H16ClN3OP2S.

The geometry in XYZ format:
```
35
Properties=species:S:1:pos:R:3:mulliken_charge:R:1
C 2.161 -1.086 2.895 -0.958
C 2.303 -0.267 1.539 -0.519
P 0.673 0.635 1.245 -0.062
C 0.930 2.403 0.634 -0.590
C -0.064 2.829 -0.535 -0.972
C -0.456 -0.326 0.109 0.546
C 0.019 -0.786 -1.288 0.442
C 1.478 -0.483 -1.833 -0.961
N 1.346 0.312 -3.085 -0.584
C -0.840 -1.562 -2.198 -0.811
C -2.242 -1.976 -1.827 0.298
N -3.139 -2.706 -2.588 -0.684
S -4.461 -2.829 -1.533 0.179
N -3.941 -1.984 -0.219 -0.530
C -2.645 -1.496 -0.430 0.736
C -1.813 -0.686 0.553 0.082
P -2.598 -0.290 2.210 0.130
O -1.866 1.048 2.926 -0.458
Cl -4.523 0.443 1.686 -0.256
H 1.050 -1.265 3.046 0.239
H 2.672 -2.089 2.859 0.328
H 2.542 -0.444 3.743 0.281
H 3.191 0.419 1.493 0.447
H 2.421 -1.030 0.704 0.262
H 2.010 2.563 0.345 0.427
H 0.712 3.090 1.502 0.378
H 0.269 3.855 -0.891 0.348
H 0.001 2.133 -1.423 0.160
H -1.126 2.968 -0.177 0.288
H 1.905 -1.494 -2.121 0.433
H 2.141 0.007 -1.071 0.198
H 2.066 0.054 -3.760 0.241
H 1.443 1.293 -2.795 0.231
H -0.459 -1.909 -3.202 0.325
H -1.159 0.660 3.489 0.385
```

Computed properties:
E_HOMO ... -7.952 eV
E ... -2209.2593 Ha
F_max ... 0.0781 hartree/bohr
Frontier orbital gap ... 6.792 eV
Multiplicity ... 1

***

[6]
DFT (the ωB97M-V functional and the def2-TZVPD basis) results for a structure of composition C11H16F9N4O6RuS3.

The geometry in XYZ format:
```
50
Properties=species:S:1:pos:R:3:mulliken_charge:R:1
Ru -0.490 0.158 -0.191 1.308
C -0.184 2.919 -1.388 -1.056
N 0.041 2.197 -0.114 0.689
C 1.462 2.396 0.265 -1.078
C -0.845 2.775 0.929 -0.895
C -0.892 1.865 2.135 -0.883
N -1.398 0.523 1.747 0.763
C -1.076 -0.445 2.830 -1.338
C -2.885 0.549 1.680 -1.377
H -0.013 3.987 -1.231 0.401
H -1.198 2.750 -1.737 0.283
H 0.514 2.550 -2.135 0.285
H 1.666 3.468 0.338 0.432
H 2.097 1.945 -0.491 0.200
H 1.678 1.913 1.212 0.310
H -1.835 2.883 0.488 0.363
H -0.486 3.769 1.213 0.529
H -1.528 2.290 2.918 0.465
H 0.104 1.729 2.553 0.376
H -1.628 -0.160 3.729 0.414
H -0.018 -0.444 3.049 0.371
H -1.392 -1.442 2.527 0.373
H -3.273 0.697 2.691 0.388
H -3.237 -0.399 1.282 0.314
H -3.231 1.344 1.031 0.440
F 0.203 -3.377 -2.326 -0.143
C -0.365 -4.081 -1.357 0.479
F -1.614 -4.375 -1.694 -0.192
F 0.317 -5.200 -1.160 -0.205
S -0.411 -3.090 0.194 0.808
O -1.142 -1.875 -0.203 -0.643
O -1.054 -3.873 1.196 -0.596
N 1.120 -2.842 0.375 -0.321
S 1.730 -1.791 1.347 0.838
O 1.822 -2.161 2.724 -0.577
O 1.178 -0.438 1.142 -0.275
C 3.483 -1.746 0.728 0.563
F 4.178 -2.654 1.403 -0.217
F 3.585 -1.995 -0.560 -0.185
F 3.970 -0.536 0.997 -0.232
S -4.009 0.947 -3.043 -0.385
C -2.959 0.761 -1.862 0.553
N -2.224 0.669 -0.940 -0.508
F 2.121 -1.686 -3.836 -0.230
C 1.776 -0.398 -3.723 0.677
F 1.055 -0.061 -4.792 -0.249
F 2.898 0.334 -3.732 -0.245
C 0.999 -0.175 -2.413 0.310
O -0.241 -0.041 -2.449 -0.527
O 1.631 -0.133 -1.346 -0.574
```

Computed properties:
E_HOMO (spin up / spin down) ... -8.598 / -8.531 eV
E ... -3287.4866 Ha
F_max ... 0.0110 hartree/bohr
Frontier orbital gap (spin up / spin down) ... 8.157 / 6.951 eV
⟨S²⟩ ... 0.755
Multiplicity ... 2
Energy above the lowest of the compared OMol25 structures with the same formula, charge and spin ... 0.618 eV

***

> What is the formula in the fourth record?

C11H16Cl3LuNO2P